ORCA calculation (ωB97M-V/def2-TZVPD) on the molecule C4H8N2O in a non-equilibrium geometry.

Bonds (Å) are listed after each position.
Geometry (Å):
1 C -1.975 -0.588 -0.537  C2 1.563, H8 1.061, H9 1.102, H10 1.072
2 C -0.914 -0.200 0.543  C1 1.563, O3 1.412, C4 1.469, H11 1.103
3 O -1.274 1.018 1.159  C2 1.412, H12 0.925
4 C 0.394 -0.234 -0.125  C2 1.469, C5 1.762, N7 1.359
5 C 1.975 -0.479 0.614  C4 1.762, N6 1.403, H13 1.162
6 N 2.313 0.605 -0.209  C5 1.403, N7 1.348, H14 0.993
7 N 1.081 0.769 -0.733  C4 1.359, N6 1.348, H15 1.003
8 H -2.936 -0.161 -0.402  C1 1.061
9 H -2.065 -1.682 -0.440  C1 1.102
10 H -1.604 -0.410 -1.527  C1 1.072
11 H -0.973 -1.120 1.148  C2 1.103
12 H -0.503 1.369 1.530  O3 0.925
13 H 2.799 -1.274 0.815  C5 1.162
14 H 3.059 0.762 -0.846  N6 0.993
15 H 0.623 1.623 -0.990  N7 1.003

Summary:
SMILES: C[C@H](O)c1c[nH][nH]1
lowest unoccupied orbital energy (alpha / beta): 0.956 / 0.956 eV
net charge: 0
HOMO (alpha / beta): -7.3 / -7.3 eV
HOMO-LUMO gap (alpha / beta): 8.243 / 8.242 eV
total energy: -341.76141 hartree


ORCA calculation (ωB97M-V/def2-TZVPD) on a cluster of 2 separate species, C5H16N2O in total in a non-equilibrium geometry.

Bonds (Å) are listed after each position.
Geometry (Å):
1 C -1.382 -1.673 -0.580  C2 1.518, H6 1.091, H7 1.086, H8 1.088
2 C -1.385 -0.243 -0.071  C1 1.518, C3 1.517, C4 1.837, N5 1.406
3 C -2.769 0.379 -0.070  C2 1.517, H9 1.087, H10 1.090, H11 1.088
4 C -0.426 0.713 -1.311  C2 1.837, H12 1.090, H13 1.092, H14 1.090
5 N -0.772 -0.139 1.190  C2 1.406, H15 1.022, H16 1.014
6 H -1.951 -2.300 0.108  C1 1.091
7 H -1.848 -1.725 -1.559  C1 1.086
8 H -0.367 -2.062 -0.649  C1 1.088
9 H -3.176 0.398 -1.078  C3 1.087
10 H -3.433 -0.204 0.567  C3 1.090
11 H -2.733 1.399 0.309  C3 1.088
12 H -1.048 0.613 -2.201  C4 1.090
13 H 0.556 0.685 -1.789  C4 1.092
14 H -0.566 1.735 -0.957  C4 1.090
15 H 0.090 -0.685 1.247  N5 1.022
16 H -0.577 0.815 1.469  N5 1.014
17 C 3.135 0.623 1.360  N18 1.453, H20 1.092, H21 1.093, H22 1.098
18 N 2.727 0.400 -0.017  C17 1.453, O19 1.428, H23 1.018
19 O 1.803 -0.687 -0.073  N18 1.428, H24 1.097
20 H 3.887 1.414 1.364  C17 1.092
21 H 2.270 0.967 1.934  C17 1.093
22 H 3.546 -0.273 1.844  C17 1.098
23 H 3.527 0.081 -0.559  N18 1.018
24 H 0.891 -0.229 -0.477  O19 1.097

Summary:
SMILES: CC(C)(C)N.CNO
lowest unoccupied orbital energy: 0.952 eV
net charge: 0
HOMO: -8.8 eV
HOMO-LUMO gap: 9.722 eV
total energy: -384.73642 hartree


ORCA calculation (ωB97M-V/def2-TZVPD) on the molecule C3H10N4 in a non-equilibrium geometry.

Bonds (Å) are listed after each position.
Geometry (Å):
1 N -1.638 -1.193 -0.719  N2 1.381, H8 1.035, H9 1.003
2 N -0.318 -0.801 -0.606  N1 1.381, C3 1.424, N6 1.423
3 C 0.450 -1.013 0.574  N2 1.424, C4 1.515, H10 1.172, H11 1.042
4 C 0.081 0.047 1.590  C3 1.515, C5 1.484, H12 1.047, H13 1.058
5 C 0.074 1.240 0.706  C4 1.484, N6 1.774, H14 1.102, H15 1.137
6 N -0.143 0.574 -0.924  N2 1.423, C5 1.774, N7 1.385
7 N 0.984 0.829 -1.687  N6 1.385, H16 1.010, H17 1.011
8 H -2.109 -0.805 0.117  N1 1.035
9 H -1.991 -0.689 -1.512  N1 1.003
10 H 1.588 -0.829 0.365  C3 1.172
11 H 0.493 -1.992 0.929  C3 1.042
12 H -0.849 -0.281 1.942  C4 1.047
13 H 0.836 -0.109 2.314  C4 1.058
14 H -0.664 2.055 0.640  C5 1.102
15 H 1.042 1.834 0.672  C5 1.137
16 H 1.508 -0.025 -1.817  N7 1.010
17 H 0.654 1.158 -2.584  N7 1.011

Summary:
SMILES: NN1CCCN1N
lowest unoccupied orbital energy: 1.136 eV
net charge: 0
HOMO: -8.2 eV
HOMO-LUMO gap: 9.378 eV
total energy: -339.17208 hartree